[1]
# C8H12N3O

2 unconnected molecules or ions with the total composition C8H12N3O (ωB97M-V with the def2-TZVPD basis set, OMol25).

Summary:
Molar mass   166.20 g/mol
E_tot   -14998.27210 eV
HOMO energy (spin up / spin down)   -0.45916 / -0.45921 Ha
LUMO (spin up / spin down)   -5.24 / -5.25 eV
Relative energy (zero: lowest compared OMol25 entry of this formula, charge and spin)   3.708 eV
HOMO-LUMO gap (spin up / spin down)   7.2 / 7.3 eV
Total charge   +1

Cartesian coordinates (Å):
C1 1.14508 -0.65877 -1.45523
C2 -0.11518 -1.15829 -1.49965
C3 1.29464 0.61770 -0.73508
C4 -0.34779 -2.17425 2.00617
C5 -2.04470 1.53592 0.18306
C6 -1.12176 -0.60238 -0.60812
C7 -0.97879 0.77338 -0.19847
C8 2.48238 2.44290 -0.11704
N1 0.23628 1.29682 -0.27300
N2 0.07884 -1.23707 1.29334
N3 -2.18062 -1.37931 -0.37492
O1 2.46487 1.16634 -0.70986
H1 2.10378 -1.08733 -1.88238
H2 -0.36555 -1.94510 -2.29686
H3 0.13489 -2.63143 2.92261
H4 -1.19814 -2.73983 1.75772
H5 -1.73737 2.48888 0.53582
H6 -3.07457 1.30928 0.22958
H7 3.37356 2.39836 0.46230
H8 1.52539 2.42021 0.48160
H9 2.56379 3.33430 -0.87325
H10 -2.99741 -0.89273 0.01112
H11 0.95540 -0.78365 1.49535
H12 -2.19704 -2.49395 -0.35479

[2]
# C11H22N2O3

A single C11H22N2O3 molecule (ωB97M-V with the def2-TZVPD basis set, OMol25).

Summary:
SMILES string   CC(C)C[C@H](N)C(=O)N[C@H](C(=O)O)C(C)C
Molar mass   230.31 g/mol
E_tot   -20887.78215 eV
HOMO energy   -0.34855 Ha
LUMO   0.45 eV
Relative energy (zero: lowest compared OMol25 entry of this formula, charge and spin)   0.770 eV
HOMO-LUMO gap   9.9 eV

Cartesian coordinates (Å):
C1 -0.06679 -3.09495 -3.14282
C2 0.37696 -2.97165 -1.67343
C3 0.55542 -4.34849 -1.06025
C4 -0.62491 -2.14397 -0.84251
C5 -0.28822 -0.64783 -0.69425
N1 0.00468 -0.03690 -1.99146
C6 0.91136 -0.44337 0.22810
O1 1.65276 -1.35191 0.57361
N2 1.17885 0.83459 0.60636
C7 0.25236 1.95147 0.66376
C8 1.09062 3.22340 0.66653
O2 2.16979 3.32621 1.18432
O3 0.46256 4.25306 0.07047
C9 -0.71165 1.90831 1.89577
C10 0.05380 1.95121 3.21447
C11 -1.77979 2.98827 1.81280
H1 -1.01992 -3.61704 -3.21321
H2 0.64011 -3.66839 -3.71582
H3 -0.16316 -2.10764 -3.59729
H4 1.33241 -2.46460 -1.64497
H5 1.28174 -4.97909 -1.65302
H6 -0.39334 -4.89262 -0.96882
H7 0.98899 -4.25383 -0.04701
H8 -0.67881 -2.55276 0.18253
H9 -1.64349 -2.19790 -1.28672
H10 -1.17275 -0.14395 -0.20837
H11 -0.84670 0.06740 -2.56260
H12 0.41713 0.92456 -1.88520
H13 2.01493 0.92388 1.19598
H14 -0.35142 1.93342 -0.25473
H15 1.05060 5.01696 0.17047
H16 -1.18761 0.92441 1.80737
H17 0.56604 2.89263 3.34868
H18 0.79709 1.14627 3.31981
H19 -0.65477 1.84733 4.05967
H20 -2.53098 2.82762 2.62827
H21 -1.37205 3.98921 1.95931
H22 -2.31183 2.98667 0.85420

[3]
# C3H6N2O

A single C3H6N2O molecule (ωB97M-V with the def2-TZVPD basis set, OMol25).

Summary:
SMILES string   N#C[C@H](O)CN
Molar mass   86.09 g/mol
E_tot   -8235.28437 eV
HOMO energy   -0.38808 Ha
LUMO   0.57 eV
Relative energy (zero: lowest compared OMol25 entry of this formula, charge and spin)   1.414 eV
HOMO-LUMO gap   11.1 eV

Cartesian coordinates (Å):
N1 -2.49292 1.08651 -1.58914
C1 -1.81865 0.49842 -0.85695
C2 -0.90635 -0.21840 0.05799
O1 -1.01192 0.34244 1.33187
C3 0.55408 -0.08245 -0.47610
N2 1.47316 -0.15055 0.65269
H1 -1.20458 -1.27974 0.06441
H2 -0.10212 0.25830 1.68676
H3 0.65107 0.89324 -0.95888
H4 0.74258 -0.84854 -1.23722
H5 1.92067 -1.05424 0.74289
H6 2.19499 0.55503 0.58167

[4]
# CH3NOP2S

A molecular structure, CH3NOP2S (ωB97M-V with the def2-TZVPD basis set, OMol25).

Summary:
Molar mass   139.06 g/mol
E_tot   -34034.30744 eV
HOMO energy   -0.31852 Ha
LUMO   -0.19 eV
Relative energy (zero: lowest compared OMol25 entry of this formula, charge and spin)   2.227 eV
HOMO-LUMO gap   8.5 eV

Cartesian coordinates (Å):
C1 0.48018 -0.56591 1.19969
N1 1.73756 -0.55654 0.88169
O1 0.13082 2.04629 0.22776
P1 -0.67460 0.89801 1.12602
P2 1.55573 2.01742 -0.73198
S1 2.69787 0.68057 0.35136
H1 -0.13787 -1.40187 1.46156
H2 -1.41537 0.16002 -0.27868
H3 1.08330 1.13720 -1.81102

[5]
# C24H39InN4O3S2

A molecular structure, C24H39InN4O3S2 (ωB97M-V with the def2-TZVPD basis set, OMol25).

Summary:
Molar mass   610.55 g/mol
E_tot   -64455.54512 eV
HOMO energy   -0.49764 Ha
LUMO   -4.61 eV
Relative energy (zero: lowest compared OMol25 entry of this formula, charge and spin)   0.000 eV
HOMO-LUMO gap   8.9 eV
Total charge   +2

Cartesian coordinates (Å):
In1 -0.08334 0.17938 -0.09758
N1 0.06094 0.76315 -2.46788
C1 -0.29342 -0.27924 -3.45836
C2 -0.96584 -1.45816 -2.77441
N2 -0.26055 -1.87074 -1.54586
C3 1.12226 -2.30511 -1.79962
C4 1.94499 -2.23303 -0.52662
N3 1.88383 -0.86464 0.03992
C5 -1.03928 -2.92542 -0.85149
C6 -2.05929 -2.31886 0.08797
N4 -1.34572 -1.47572 1.06197
H1 -0.49727 1.60015 -2.59808
H2 1.02315 1.06450 -2.56937
H3 0.60124 -0.58473 -3.99590
H4 -0.97927 0.10716 -4.21026
H5 -1.05813 -2.29094 -3.47925
H6 -1.97874 -1.17124 -2.48373
H7 1.57442 -1.64195 -2.53652
H8 1.15931 -3.31654 -2.21535
H9 2.97327 -2.51756 -0.74353
H10 1.57449 -2.92473 0.22772
H11 2.59193 -0.25465 -0.36106
H12 2.03793 -0.85736 1.04602
H13 -0.35449 -3.54391 -0.27058
H14 -1.52259 -3.58713 -1.57497
H15 -2.64551 -3.10877 0.55690
H16 -2.75891 -1.68006 -0.45363
H17 -0.82885 -2.04130 1.72894
H18 -1.99223 -0.90615 1.60620
O1 0.68240 0.31332 2.19690
S1 0.16696 1.00048 3.47095
C7 1.11296 2.52061 3.54382
C8 0.74088 3.39235 2.34601
C9 1.87010 4.35120 1.93634
C10 1.91951 4.61763 0.43486
S2 2.41870 3.25085 -0.64420
O2 1.42613 2.11233 -0.42655
C11 3.93856 2.75601 0.11359
C12 3.93037 1.81193 1.13371
C13 5.13795 1.43511 1.70517
C14 6.32751 2.00171 1.25730
C15 6.31759 2.94465 0.23799
C16 5.11728 3.32389 -0.34895
C17 0.89686 0.14219 4.83191
C18 2.05304 -0.60658 4.66014
C19 2.59830 -1.25017 5.76187
C20 1.99123 -1.13434 7.00703
C21 0.83306 -0.38432 7.16011
C22 0.26876 0.25471 6.06516
H19 2.15845 2.20208 3.51642
H20 0.91367 2.97653 4.51519
H21 -0.17931 3.94108 2.55197
H22 0.53690 2.73552 1.50505
H23 2.83667 3.96195 2.25907
H24 1.75550 5.31408 2.43582
H25 2.64063 5.40009 0.18184
H26 0.94978 4.92612 0.03431
H27 2.98808 1.40835 1.48515
H28 5.15404 0.71103 2.51060
H29 7.26694 1.70574 1.70508
H30 7.24584 3.37878 -0.10960
H31 5.10542 4.04728 -1.15722
H32 2.51130 -0.68629 3.68226
H33 3.49731 -1.84256 5.65185
H34 2.41995 -1.63930 7.86270
H35 0.35948 -0.30689 8.12962
H36 -0.64823 0.82377 6.17264
C23 -2.05202 2.78047 -0.37238
C24 -1.71732 1.55949 0.46215
O3 -2.30535 1.27959 1.47937
H37 -2.66998 3.49814 0.16671
H38 -2.61235 2.43315 -1.24735
H39 -1.12884 3.24415 -0.72323

[6]
# C31H45N7S3Ti

A molecular structure, C31H45N7S3Ti (ωB97M-V with the def2-TZVPD basis set, OMol25).

Summary:
Multiplicity   3
Molar mass   659.82 g/mol
E_tot   -98932.97184 eV
Expectation value of S²   2.023
HOMO energy (spin up / spin down)   -0.15715 / -0.25660 Ha
LUMO (spin up / spin down)   -0.24 / -0.25 eV
Relative energy (zero: lowest compared OMol25 entry of this formula, charge and spin)   0.055 eV
HOMO-LUMO gap (spin up / spin down)   4.0 / 6.7 eV

Cartesian coordinates (Å):
Ti1 -0.59678 0.37933 -1.04063
C1 4.34417 2.00538 -3.00022
N1 3.32200 0.98941 -2.81631
C2 3.69646 -0.42229 -2.85293
C3 2.05151 1.29786 -2.46900
N2 1.10397 0.42928 -2.35849
N3 1.79477 2.63388 -2.24491
C4 0.60855 3.19272 -1.80923
N4 0.53857 4.54413 -2.07520
N5 -0.25849 2.53665 -1.14326
H1 5.23716 1.52996 -3.39149
H2 4.60908 2.50302 -2.06226
H3 4.03804 2.75103 -3.73880
H4 4.77753 -0.50206 -2.78671
H5 3.36514 -0.90124 -3.77672
H6 3.26644 -0.96008 -2.00697
H7 1.34819 -0.50365 -2.66634
H8 2.53119 3.29127 -2.42599
H9 0.86093 4.82447 -2.98913
H10 -0.34230 4.96950 -1.83227
H11 -1.08140 3.08082 -0.90442
C5 -4.20077 2.31482 3.68680
C6 -3.70096 1.23116 2.76575
C7 -4.55391 0.22354 2.33029
C8 -4.10195 -0.77378 1.47334
C9 -5.04142 -1.84850 0.99013
C10 -2.77341 -0.75805 1.06617
C11 -1.88965 0.25384 1.47189
C12 -2.38186 1.24688 2.33019
N6 -0.58345 0.22752 0.95183
C13 0.57944 0.45490 1.82293
C14 1.78907 -0.20486 1.13780
C15 3.06954 -0.06308 1.96102
C16 2.85634 -0.72262 3.32593
C17 1.68507 -0.04054 4.03911
C18 1.99593 1.44779 4.22454
C19 2.21814 2.10064 2.85746
C20 3.39266 1.41942 2.15221
C21 0.94782 1.94729 2.01190
C22 0.40818 -0.19386 3.20584
H12 -5.22256 2.11701 4.00959
H13 -4.18939 3.28647 3.18767
H14 -3.57271 2.39492 4.57631
H15 -5.58569 0.21160 2.66802
H16 -5.73141 -2.15269 1.77767
H17 -4.49071 -2.73035 0.65650
H18 -5.63837 -1.48457 0.14871
H19 -2.38785 -1.54614 0.42965
H20 -1.74075 2.05636 2.65496
H21 1.93286 0.26427 0.15477
H22 1.57376 -1.25209 0.95995
H23 3.89263 -0.55916 1.43597
H24 3.76688 -0.64556 3.92997
H25 2.64164 -1.78828 3.19348
H26 1.53207 -0.50424 5.01699
H27 2.88492 1.57339 4.85149
H28 1.16338 1.93872 4.73936
H29 2.43816 3.16410 2.98896
H30 4.30935 1.53755 2.73968
H31 3.56713 1.89373 1.17749
H32 1.08841 2.39719 1.02567
H33 0.13146 2.48786 2.49551
H34 -0.43463 0.25954 3.73315
H35 0.16280 -1.25284 3.06573
S1 -2.68904 1.18335 -2.10401
C23 -3.52575 -0.02882 -2.93795
N7 -4.19238 -1.09091 -2.33006
C24 -4.33544 -2.23627 -3.21520
C25 -4.63938 -1.65257 -4.58746
S2 -3.61042 -0.15700 -4.69089
H36 -3.82895 -1.30231 -1.40833
H37 -5.15643 -2.86869 -2.87091
H38 -3.41863 -2.83136 -3.26380
H39 -5.69224 -1.39227 -4.69241
H40 -4.35517 -2.33466 -5.38552
S3 -1.00264 -1.88704 -2.09874
C26 0.42613 -2.84187 -1.72266
C27 0.73291 -3.23619 -0.41600
C28 1.87679 -3.97469 -0.14641
C29 2.73980 -4.34430 -1.17057
C30 2.43721 -3.97800 -2.47552
C31 1.29333 -3.23805 -2.75102
H41 0.05283 -2.95701 0.37707
H42 2.09448 -4.26743 0.87597
H43 3.62847 -4.92522 -0.95690
H44 3.09028 -4.27729 -3.28870
H45 1.05336 -2.96008 -3.77106

- molar mass of number 4 (CH3NOP2S)?
  139.06 g/mol

- Look up the E_tot of the second one.
  -20887.78215 eV